Entry 1:
The following is a quantum chemistry calculation of a cluster of 3 separate species, C26H45ClN2O5 in total, from the Open Molecules 2025 dataset.

Last column: Mulliken charge in e.
Atoms and positions in Å:
C  -0.45468  -6.90243  8.40028  -1.06
C  -0.48131  -6.92686  6.80448  0.43
C  -1.02982  -5.99987  5.87726  0.34
C  -1.76057  -4.61412  6.18502  -0.71
C  -0.65349  -3.44193  6.03694  -0.58
C  -0.17067  -3.17800  4.53214  -0.36
Cl  0.89949  -1.66203  4.36943  -0.22
C  -0.81719  -6.53578  4.36715  0.35
O  -1.08783  -5.92473  3.30338  -0.51
O  -0.29252  -7.88702  4.45351  -0.26
C  0.13178  -8.04361  5.80520  0.45
O  0.91941  -8.86154  6.33093  -0.52
H  -1.21031  -6.12091  8.78665  0.30
H  0.58945  -6.70576  8.82937  0.28
H  -0.79154  -7.91724  8.83182  0.32
H  -2.10787  -4.57510  7.28915  0.24
H  -2.70023  -4.44369  5.55427  0.32
H  -1.02694  -2.48122  6.55564  0.37
H  0.27092  -3.80939  6.62449  0.30
H  0.49017  -4.03662  4.12986  0.24
H  -1.10179  -3.11688  3.85417  0.29
C  1.02751  -3.27121  -1.16267  -1.91
C  0.36308  -1.89706  -0.88610  1.96
C  -0.03126  -1.22817  -2.22162  -1.26
C  1.15846  -0.66738  -2.99502  -0.59
C  1.99939  0.24917  -2.11501  -0.81
C  2.42523  -0.40719  -0.78437  1.81
N  1.28310  -1.04947  -0.06619  0.42
O  0.53844  -0.05567  0.49589  -0.54
C  3.53522  -1.45142  -1.05340  -1.77
C  3.14138  0.66262  0.08266  -1.83
C  -0.94131  -2.26268  -0.12725  -1.90
H  1.61294  -3.28606  -2.08258  0.30
H  1.67297  -3.57556  -0.33360  0.36
H  0.28258  -4.06367  -1.28015  0.49
H  -0.73534  -0.40802  -2.03242  0.22
H  -0.56502  -1.94424  -2.85648  0.36
H  1.77192  -1.47876  -3.39880  0.35
H  0.79368  -0.10555  -3.86224  0.35
H  2.88448  0.56902  -2.67651  0.50
H  1.42329  1.16065  -1.91311  -0.15
H  3.78466  -2.00355  -0.14233  0.38
H  4.45324  -0.96471  -1.39764  0.43
H  3.28315  -2.17042  -1.82998  0.30
H  2.51693  1.54248  0.26544  0.28
H  4.04465  1.02659  -0.41681  0.42
H  3.44353  0.24897  1.04950  0.48
H  -0.71777  -2.74203  0.83094  0.47
H  -1.54822  -2.95943  -0.71315  0.44
H  -1.57683  -1.39363  0.06246  0.36
C  -1.34011  3.56151  -4.69308  -1.91
C  -0.30655  4.03518  -3.63771  1.76
C  -0.75272  3.58389  -2.22897  -0.59
C  -1.91917  4.39485  -1.67240  -0.72
C  -1.62585  5.88892  -1.73547  -1.25
C  -1.20061  6.36677  -3.14077  1.62
N  -0.12739  5.51650  -3.73903  0.36
O  1.04433  5.83453  -3.11902  -0.53
C  -2.43479  6.39515  -4.07397  -1.70
C  -0.78673  7.85979  -3.04663  -1.74
C  0.98329  3.25448  -4.00653  -1.37
H  -2.36382  3.55710  -4.31746  0.30
H  -1.30190  4.18084  -5.59404  0.35
H  -1.14541  2.53463  -5.01654  0.48
H  0.08801  3.66652  -1.52892  0.35
H  -1.02960  2.52353  -2.24483  -0.05
H  -2.84182  4.16278  -2.21350  0.32
H  -2.09865  4.10276  -0.63195  0.41
H  -2.51200  6.44149  -1.40359  0.40
H  -0.83645  6.11852  -1.00919  0.38
H  -2.14502  6.63275  -5.10197  0.37
H  -3.14788  7.16150  -3.75413  0.44
H  -2.99890  5.46499  -4.08474  0.30
H  0.01340  8.02919  -2.31972  0.35
H  -1.63036  8.47725  -2.72290  0.41
H  -0.45453  8.23903  -4.01773  0.44
H  1.34460  3.53702  -5.00025  0.53
H  0.79568  2.17682  -4.01693  0.03
H  1.79242  3.41281  -3.28863  0.35

Cartesian forces (eV/Å) of the 6 atoms listed first:
C -0.3437 -0.4910 -0.4968
C -1.2279 1.5520 -3.6498
C 0.1592 -1.1932 1.2614
C 0.9037 -0.0847 0.1917
C 0.6550 -0.0456 0.2638
C -0.5432 -0.9800 -0.1245

## Properties
- Charge: 0
- LUMO (alpha / beta): -0.93 / -0.93 eV
- Gap between HOMO and LUMO (alpha / beta): 7.913 / 8.542 eV
- 2S+1: 3


Entry 2:
The following is a quantum chemistry calculation of a structure of composition C26H45CuN3O4SSiTe, from the Open Molecules 2025 dataset.

Last column: Mulliken charge in e.
Atoms and positions in Å:
Cu  -0.04483  -0.72056  0.44959  -0.69
C  5.05492  1.43154  -2.11238  -1.15
Te  3.00309  1.34814  -1.41332  0.34
C  3.57186  -0.12573  0.00098  -0.84
H  5.72404  1.70619  -1.29684  0.29
H  5.13263  2.18530  -2.89696  0.30
H  5.35546  0.46652  -2.52018  0.29
H  4.08228  -0.93572  -0.51774  0.25
H  2.66721  -0.50309  0.47273  -0.03
H  4.23044  0.31749  0.74497  0.45
C  0.07569  2.16380  0.16960  -0.86
O  0.68227  0.97240  -0.18347  -0.37
H  0.78863  3.00539  0.13564  0.26
H  -0.34782  2.15987  1.18978  0.20
H  -0.75751  2.45240  -0.50237  0.23
C  -4.20974  -0.99212  1.27944  -0.85
C  -2.85564  -1.26557  1.16610  -0.28
N  -2.09789  -0.70738  0.21800  0.45
C  -2.67224  0.09859  -0.67039  -1.00
C  -4.03571  0.37072  -0.68769  0.74
C  -4.79992  -0.15842  0.34568  -0.36
C  -4.67083  1.24250  -1.69962  -0.81
C  -4.37880  1.46102  -2.98141  -0.61
C  -3.42715  0.77719  -3.89707  0.54
C  -3.01182  -0.54138  -3.76511  -0.21
C  -2.15875  -1.03845  -4.73149  -0.19
N  -1.74678  -0.30955  -5.76802  -0.65
C  -2.21864  0.93074  -5.81302  -0.19
N  -3.04176  1.51067  -4.94576  -0.61
H  -4.78590  -1.43361  2.08110  0.49
H  -2.33855  -1.94636  1.83145  0.37
H  -1.99468  0.54937  -1.38543  0.92
H  -5.85930  0.06743  0.40005  0.43
H  -5.51012  1.81332  -1.31125  0.34
H  -4.93396  2.24244  -3.48754  0.35
H  -3.34231  -1.16550  -2.94881  0.51
H  -1.78996  -2.05641  -4.67128  0.47
H  -1.90233  1.53825  -6.65334  0.42
C  2.38893  -3.40746  -1.48878  -1.57
C  1.18447  -4.15441  -2.04960  1.82
C  0.73089  -3.50323  -3.34907  -1.83
C  1.52454  -5.62344  -2.27833  -1.71
O  0.05697  -4.07712  -1.17604  0.55
Si  -0.07255  -4.12606  0.47586  0.28
S  0.73950  -2.54488  1.48395  -0.45
O  -1.72242  -4.22972  0.69736  -0.03
C  -2.70466  -4.93724  -0.05700  1.95
C  -2.18960  -6.30372  -0.50240  -1.33
C  -3.89399  -5.10942  0.87918  -1.79
C  -3.10448  -4.09544  -1.26606  -1.18
O  0.58625  -5.59535  0.87647  0.00
C  1.17575  -6.11210  2.05989  1.61
C  0.33372  -5.73113  3.27285  -1.51
C  2.59629  -5.57630  2.19183  -1.51
C  1.19802  -7.62664  1.88509  -1.73
H  3.18168  -3.37087  -2.24043  0.56
H  2.77751  -3.89903  -0.59457  0.21
H  2.11856  -2.38907  -1.20903  0.13
H  1.51173  -3.56572  -4.11012  0.49
H  0.49953  -2.45097  -3.17249  0.36
H  -0.16637  -4.00198  -3.72290  0.36
H  2.38239  -5.71451  -2.94918  0.46
H  0.67411  -6.14399  -2.72538  0.35
H  1.75918  -6.10647  -1.32997  0.09
H  -1.77929  -6.84758  0.34925  0.14
H  -1.39793  -6.19642  -1.24386  0.04
H  -3.00516  -6.88661  -0.93793  0.57
H  -3.58103  -5.63381  1.78385  0.39
H  -4.69108  -5.67994  0.39688  0.38
H  -4.28946  -4.13377  1.16724  0.24
H  -2.22565  -3.88054  -1.87364  -0.01
H  -3.54208  -3.14962  -0.93883  0.10
H  -3.84086  -4.62704  -1.87514  0.57
H  0.34220  -4.65074  3.42825  0.26
H  0.72102  -6.22296  4.16911  0.51
H  -0.69972  -6.04962  3.11929  0.21
H  2.58431  -4.48803  2.25746  0.22
H  3.18345  -5.86640  1.31735  0.29
H  3.07874  -5.98132  3.08517  0.50
H  0.18270  -8.02833  1.89086  0.37
H  1.76519  -8.10258  2.68856  0.42
H  1.66119  -7.87857  0.92989  0.31

Cartesian forces (eV/Å) of the 6 atoms listed first:
Cu 0.4603 -0.0795 -0.0753
C 0.0262 0.0136 -0.0157
Te -0.0815 0.0429 -0.0816
C -0.0333 -0.0733 0.0343
H 0.0118 -0.0059 -0.0082
H -0.0024 -0.0063 -0.0027

## Properties
- ΔE to the lowest compared entry with this formula, charge and spin: 0.0 kcal per mole
- Charge: -1
- LUMO: 1.81 eV
- Gap between HOMO and LUMO: 5.849 eV
- 2S+1: 1


Question: charge of number 2 (C26H45CuN3O4SSiTe)?
Answer: -1


Question: The highest 2S+1 belongs to which entry?
Answer: C26H45ClN2O5